Computed, not measured: a single C6H10 molecule in a non-equilibrium geometry, with ωB97M-V/def2-TZVPD.

The value obtained for the HOMO-LUMO gap is 9.604 eV. The SMILES is C[C@H]1C[C@H]2C[C@H]21. Its charge is 0. The calculation puts the energy above the lowest of the compared OMol25 structures with the same formula, charge and spin at 69.5 kcal per mole.

Last column: Mulliken charge in e.
Atoms and positions in Å:
1 C -1.493 0.522 1.079  -1.519
2 C -0.108 -0.069 0.843  0.330
3 C -0.017 -1.346 -0.047  -0.817
4 C 1.033 -0.632 -0.869  0.028
5 C 0.533 0.574 -1.594  -0.954
6 C 0.986 0.588 -0.047  -0.444
7 H -2.119 -0.187 1.638  0.376
8 H -1.442 1.450 1.659  0.339
9 H -2.004 0.727 0.132  0.378
10 H 0.375 -0.261 1.807  0.337
11 H 0.363 -2.228 0.475  0.258
12 H -0.924 -1.603 -0.602  0.294
13 H 1.996 -1.024 -1.169  0.357
14 H -0.168 1.250 -1.133  0.360
15 H 1.277 1.001 -2.261  0.237
16 H 1.755 1.269 0.271  0.440